[1]
CHClF3NO2S2 | ωB97M-V/def2-TZVPD

Frontier orbital gap (eV): 9.06
Lowest unoccupied orbital energy (eV): -0.722

Last columns: bonded neighbours and bond lengths (Å).
Element x y z (Å)
1 C 0.41419 1.12173 1.18233  F5 1.358, F6 1.315, F7 1.384, S8 1.923
2 N 0.62558 -0.36695 -1.51077  S9 1.484, H11 1.024
3 O 0.56625 -1.44538 1.10867  S8 1.411
4 O -1.42997 -0.34238 0.01020  S8 1.574, S9 1.804
5 F 1.76648 1.19271 1.27840  C1 1.358
6 F -0.10979 1.73234 2.22199  C1 1.315
7 F -0.11658 1.84703 0.13039  C1 1.384
8 S -0.51788 -0.55833 1.27413  C1 1.923, O3 1.411, O4 1.574
9 S -0.84375 -0.27675 -1.69469  N2 1.484, O4 1.804, Cl10 2.147
10 Cl -1.85571 -2.00563 -2.46793  S9 2.147
11 H 1.50117 -0.89839 -1.53272  N2 1.024

[2]
C4H11N3 | ωB97M-V/def2-TZVPD

Frontier orbital gap (eV): 10.33
Lowest unoccupied orbital energy (eV): 0.850
SMILES: [H]/N=C(C)\C=N\[H].CN
Relative energy (zero: lowest compared OMol25 entry of this formula, charge and spin) (kJ/mol): 187.98

Last columns: bonded neighbours and bond lengths (Å).
Element x y z (Å)
1 H -1.54295 2.08344 -0.82695  N2 1.020
2 N -1.89844 1.49695 -0.07233  H1 1.020, C3 1.264
3 C -1.51351 0.29392 -0.11582  N2 1.264, C4 1.491, C5 1.481
4 C -1.96325 -0.66174 0.93624  C3 1.491, H8 1.087, H9 1.087, H10 1.085
5 C -0.62392 -0.25018 -1.16695  C3 1.481, N6 1.259, H11 1.099
6 N -0.26069 -1.45498 -1.12259  C5 1.259, H7 1.018
7 H 0.34373 -1.75776 -1.88348  N6 1.018
8 H -1.09438 -1.10764 1.41362  C4 1.087
9 H -2.52686 -1.46822 0.47306  C4 1.087
10 H -2.57864 -0.14764 1.66779  C4 1.085
11 H -0.35768 0.46452 -1.95779  C5 1.099
12 C 2.28852 -0.14004 0.39997  N13 1.453, H14 1.091, H15 1.098, H16 1.089
13 N 1.40898 0.97692 0.10077  C12 1.453, H17 1.015, H18 1.015
14 H 1.67466 -1.02975 0.54422  C12 1.091
15 H 2.91362 0.00546 1.29076  C12 1.098
16 H 2.94170 -0.30935 -0.45533  C12 1.089
17 H 1.95126 1.80219 -0.13337  N13 1.015
18 H 0.83785 1.20390 0.90819  N13 1.015

[3]
C4H9ClN2O | ωB97M-V/def2-TZVPD

Frontier orbital gap (eV): 9.41
Lowest unoccupied orbital energy (eV): 0.848
SMILES: CN/C(CCl)=N\OC
Relative energy (zero: lowest compared OMol25 entry of this formula, charge and spin) (kJ/mol): 378.63

Last columns: bonded neighbours and bond lengths (Å).
Element x y z (Å)
1 C 0.94040 -1.76183 0.03380  N2 1.455, H9 1.132, H10 1.113, H11 1.193
2 N 0.86365 -0.62169 -0.86740  C1 1.455, C3 1.383, H12 1.132
3 C 0.09621 0.51899 -0.71558  N2 1.383, C4 1.557, N6 1.302
4 C 0.27828 1.43841 -1.95833  C3 1.557, Cl5 1.787, H13 1.187, H14 1.148
5 Cl 0.16709 0.44691 -3.44053  C4 1.787
6 N -0.65372 0.89476 0.27973  C3 1.302, O7 1.440
7 O -0.48091 0.01915 1.40949  N6 1.440, C8 1.390
8 C -1.36832 0.49954 2.36585  O7 1.390, H15 1.248, H16 1.138, H17 1.163
9 H 1.11751 -1.43347 1.10283  C1 1.132
10 H 1.85603 -2.36266 -0.16573  C1 1.113
11 H 0.12138 -2.62786 0.08370  C1 1.193
12 H 0.67454 -0.94286 -1.93607  N2 1.132
13 H 1.44554 1.55252 -1.77472  C4 1.187
14 H -0.28211 2.42926 -2.11021  C4 1.148
15 H -2.34873 0.97798 1.76061  C8 1.248
16 H -1.58904 -0.40527 3.01937  C8 1.138
17 H -0.83780 1.37813 2.91320  C8 1.163

[4]
C26H33BO3S | ωB97M-V/def2-TZVPD

Frontier orbital gap (eV): 2.46
Lowest unoccupied orbital energy (eV): -3.758
Relative energy (zero: lowest compared OMol25 entry of this formula, charge and spin) (kJ/mol): 123.33

Last columns: bonded neighbours and bond lengths (Å).
Element x y z (Å)
1 C -2.88662 -1.13481 -1.41779  O2 1.410, H10 1.091, H11 1.089, H12 1.089
2 O -1.52878 -0.96390 -1.07790  C1 1.410, C3 1.355
3 C -1.22621 0.29193 -0.66786  O2 1.355, C4 1.403, H13 1.078
4 C 0.07741 0.65558 -0.29959  C3 1.403, C5 1.417, C9 1.409
5 C 0.43377 1.95320 0.14278  C4 1.417, C6 1.374, H14 1.076
6 C 1.73403 2.23892 0.48344  C5 1.374, C7 1.389, H15 1.080
7 C 2.71201 1.25591 0.39641  C6 1.389, C8 1.389, H16 1.078
8 C 2.38489 -0.02385 -0.03465  C7 1.389, C9 1.371, H17 1.078
9 C 1.09048 -0.32042 -0.37636  C4 1.409, C8 1.371, H18 1.075
10 H -3.04653 -2.16513 -1.74057  C1 1.091
11 H -3.51210 -0.93398 -0.54925  C1 1.089
12 H -3.14863 -0.46128 -2.23305  C1 1.089
13 H -2.01397 1.02614 -0.62653  C3 1.078
14 H -0.32172 2.71582 0.20952  C5 1.076
15 H 2.00143 3.22956 0.81924  C6 1.080
16 H 3.73041 1.48646 0.66252  C7 1.078
17 H 3.14663 -0.78335 -0.10328  C8 1.078
18 H 0.81733 -1.30375 -0.71546  C9 1.075
19 C 3.07896 -2.97537 4.73171  C20 1.490, H41 1.090, H42 1.090, H43 1.090
20 C 1.62169 -2.69866 4.87178  C19 1.490, C21 1.388, C40 1.389
21 C 1.18985 -1.45495 5.31099  C20 1.388, C22 1.380, H44 1.078
22 C -0.15838 -1.18880 5.43950  C21 1.380, C23 1.373, H45 1.076
23 C -1.08385 -2.15458 5.12766  C22 1.373, B24 1.604, C39 1.373
24 B -2.64577 -1.82194 5.28130  C23 1.604, C25 1.601, O31 1.506, O38 1.504
25 C -3.11991 -2.21425 6.75965  B24 1.601, C26 1.346, S30 1.731
26 C -3.15769 -1.43243 7.85511  C25 1.346, C27 1.429, H46 1.080
27 C -3.64915 -2.10312 9.01725  C26 1.429, C28 1.354, H47 1.081
28 C -3.98536 -3.39654 8.79670  C27 1.354, C29 1.476, S30 1.740
29 C -4.52668 -4.35206 9.78327  C28 1.476, H48 1.090, H49 1.091, H50 1.091
30 S -3.68626 -3.80702 7.13210  C25 1.731, C28 1.740
31 O -2.87486 -0.35294 5.04421  B24 1.506, C32 1.432
32 C -3.52843 -0.30356 3.77066  O31 1.432, C33 1.529, C34 1.530, C35 1.595
33 C -4.41742 0.93629 3.67260  C32 1.529, H51 1.089, H52 1.088, H53 1.089
34 C -2.44517 -0.25491 2.69138  C32 1.530, H54 1.087, H55 1.088, H56 1.088
35 C -4.33948 -1.67474 3.70327  C32 1.595, C36 1.531, C37 1.529, O38 1.431
36 C -5.60391 -1.61251 4.56384  C35 1.531, H57 1.088, H58 1.088, H59 1.088
37 C -4.70327 -2.10365 2.28139  C35 1.529, H60 1.089, H61 1.088, H62 1.089
38 O -3.44333 -2.62380 4.28975  B24 1.504, C35 1.431
39 C -0.67386 -3.39333 4.69899  C23 1.373, C40 1.381, H63 1.076
40 C 0.67329 -3.66761 4.56828  C20 1.389, C39 1.381, H64 1.078
41 H 3.26555 -3.98878 4.37769  C19 1.090
42 H 3.54187 -2.29064 4.02135  C19 1.090
43 H 3.59540 -2.86133 5.68473  C19 1.090
44 H 1.92040 -0.69942 5.55100  C21 1.078
45 H -0.50458 -0.22645 5.77379  C22 1.076
46 H -2.84929 -0.39753 7.84075  C26 1.080
47 H -3.74738 -1.62974 9.98364  C27 1.081
48 H -4.62921 -3.89309 10.76703  C29 1.090
49 H -5.50976 -4.71020 9.47398  C29 1.091
50 H -3.86871 -5.21658 9.88097  C29 1.091
51 H -4.95118 0.95824 2.72325  C33 1.089
52 H -5.13978 0.96275 4.48511  C33 1.088
53 H -3.81032 1.83724 3.74487  C33 1.089
54 H -2.87533 -0.18471 1.69539  C34 1.087
55 H -1.80240 0.60953 2.84340  C34 1.088
56 H -1.82433 -1.14649 2.74099  C34 1.088
57 H -6.33765 -0.92637 4.14539  C36 1.088
58 H -6.06220 -2.59725 4.62753  C36 1.088
59 H -5.35980 -1.29199 5.57424  C36 1.088
60 H -5.33975 -1.36220 1.79989  C37 1.089
61 H -3.80948 -2.25248 1.67996  C37 1.088
62 H -5.24034 -3.05047 2.30610  C37 1.089
63 H -1.41763 -4.13512 4.46458  C39 1.076
64 H 0.99973 -4.63759 4.23039  C40 1.078

[5]
C3H4NO2S | ωB97M-V/def2-TZVPD

Total charge: +1
Frontier orbital gap (spin up / spin down) (eV): 6.42 / 6.42
Lowest unoccupied orbital energy (spin up / spin down) (eV): -8.170 / -8.170
Relative energy (zero: lowest compared OMol25 entry of this formula, charge and spin) (kJ/mol): 242.67

Last columns: bonded neighbours and bond lengths (Å).
Element x y z (Å)
1 C -1.34338 1.85407 0.41700  N4 1.212, O6 1.182
2 C 1.45497 -0.60286 -0.44918  C3 1.315, H9 1.189, H10 1.083
3 C 1.28286 -1.66370 0.30839  C2 1.315, S7 1.742, H11 1.102
4 N -2.00641 2.64569 -0.21834  C1 1.212, H8 0.999
5 O -1.04384 -1.65851 -0.35887  S7 1.407
6 O -0.53518 1.00833 0.58885  C1 1.182
7 S -0.27726 -2.39730 0.56057  C3 1.742, O5 1.407
8 H -2.83827 3.19883 -0.23548  N4 0.999
9 H 2.54806 -0.14063 -0.52442  C2 1.189
10 H 0.65504 0.05481 -0.76700  C2 1.083
11 H 2.10341 -2.29873 0.67848  C3 1.102

[6]
C40H70N2O10S | ωB97M-V/def2-TZVPD

Frontier orbital gap (eV): 6.56
Lowest unoccupied orbital energy (eV): -1.259
SMILES: C=CCc1cc(CCCCO)cc2nsnc12.CC(C)=O.CC(C)=O.CC(C)=O.CC(C)=O.CC(C)=O.CC(C)=O.CC(C)=O.CC(C)=O.CC(C)=O

Last columns: bonded neighbours and bond lengths (Å).
Element x y z (Å)
1 C 6.27148 -1.55941 4.30437  C2 1.493, H18 1.170, H19 1.181
2 C 5.18872 -0.57505 4.59871  C1 1.493, C3 1.665, H20 1.175
3 C 5.20809 1.01282 4.09770  C2 1.665, C4 1.660, H21 1.191, H22 1.177
4 C 3.75131 1.25470 3.33880  C3 1.660, C5 1.664, C17 1.640
5 C 2.40193 0.97838 4.27286  C4 1.664, C6 1.671, H23 1.189
6 C 0.90696 1.17504 3.55370  C5 1.671, C7 1.639, C12 1.648
7 C -0.41492 0.86205 4.47159  C6 1.639, C8 1.639, H24 1.194, H25 1.176
8 C -1.44550 -0.25220 3.85192  C7 1.639, C9 1.639, H26 1.194, H27 1.194
9 C -0.73093 -1.50511 3.07270  C8 1.639, C10 1.669, H28 1.170, H29 1.194
10 C -0.23870 -2.73133 4.09200  C9 1.669, O11 1.486, H30 1.194, H31 1.175
11 O 1.24108 -2.82868 4.19235  C10 1.486, H32 1.022
12 C 0.78498 1.66809 1.98609  C6 1.648, C13 1.655, H33 1.172
13 C 2.09743 1.95154 1.01922  C12 1.655, N14 1.538, C17 1.673
14 N 2.13785 2.37900 -0.45747  C13 1.538, S15 1.748
15 S 3.86495 2.42882 -0.72340  N14 1.748, N16 1.747
16 N 4.66464 1.99827 0.76868  S15 1.747, C17 1.513
17 C 3.57078 1.72436 1.77746  C4 1.640, C13 1.673, N16 1.513
18 H 6.65876 -2.23032 5.18145  C1 1.170
19 H 6.70452 -1.67388 3.21109  C1 1.181
20 H 4.27986 -0.94018 5.24830  C2 1.175
21 H 5.27652 1.68496 5.07872  C3 1.191
22 H 6.13262 1.24044 3.40599  C3 1.177
23 H 2.53484 0.64657 5.40660  C5 1.189
24 H -1.02717 1.88519 4.53123  C7 1.194
25 H -0.05578 0.64888 5.57055  C7 1.176
26 H -2.30771 0.26361 3.20716  C8 1.194
27 H -2.01951 -0.72665 4.78489  C8 1.194
28 H 0.12816 -1.21063 2.33476  C9 1.170
29 H -1.58105 -2.00377 2.39903  C9 1.194
30 H -0.58265 -3.75320 3.57953  C10 1.194
31 H -0.78396 -2.70478 5.13276  C10 1.175
32 H 1.59171 -3.12323 3.27860  O11 1.022
33 H -0.29286 1.81280 1.55027  C12 1.172
34 C 4.38343 3.31182 -5.02270  C35 1.505, H38 1.095, H39 1.093, H40 1.093
35 C 5.40585 2.33888 -5.54611  C34 1.505, C36 1.505, O37 1.230
36 C 6.13807 1.49316 -4.53888  C35 1.505, H41 1.093, H42 1.093, H43 1.095
37 O 5.63430 2.23885 -6.75058  C35 1.230
38 H 3.93509 3.85373 -5.86228  C34 1.095
39 H 3.59418 2.77234 -4.49317  C34 1.093
40 H 4.86386 4.03346 -4.35716  C34 1.093
41 H 5.42701 0.87260 -3.98780  C36 1.093
42 H 6.69669 2.13372 -3.85179  C36 1.093
43 H 6.84445 0.83818 -5.06003  C36 1.095
44 C 8.64012 4.23003 3.36236  C45 1.505, H48 1.095, H49 1.093, H50 1.093
45 C 7.23173 4.21119 3.89344  C44 1.505, C46 1.505, O47 1.230
46 C 6.23361 5.13305 3.24552  C45 1.505, H51 1.093, H52 1.093, H53 1.095
47 O 6.90894 3.47103 4.82129  C45 1.230
48 H 9.24963 3.51476 3.92492  C44 1.095
49 H 8.64373 3.93998 2.30869  C44 1.093
50 H 9.06979 5.22755 3.48413  C44 1.093
51 H 6.12996 4.88323 2.18663  C46 1.093
52 H 6.55601 6.17081 3.36207  C46 1.093
53 H 5.25938 5.01208 3.73114  C46 1.095
54 C -4.89876 -1.58834 0.48850  C55 1.505, H58 1.095, H59 1.093, H60 1.093
55 C -5.01056 -0.35733 1.34761  C54 1.505, C56 1.505, O57 1.230
56 C -6.39261 0.16714 1.63177  C55 1.505, H61 1.093, H62 1.093, H63 1.095
57 O -4.01098 0.19870 1.79994  C55 1.230
58 H -3.84256 -1.85191 0.36784  C54 1.095
59 H -5.41522 -2.42387 0.96759  C54 1.093
60 H -5.32539 -1.39259 -0.49850  C54 1.093
61 H -6.97565 -0.59015 2.16184  C56 1.093
62 H -6.88581 0.44113 0.69575  C56 1.093
63 H -6.31955 1.05885 2.26351  C56 1.095
64 C 2.57422 -3.26474 -1.47539  C65 1.505, H68 1.095, H69 1.093, H70 1.093
65 C 1.53591 -2.89803 -0.44905  C64 1.505, C66 1.505, O67 1.230
66 C 0.46806 -1.92042 -0.86118  C65 1.505, H71 1.093, H72 1.093, H73 1.095
67 O 1.55922 -3.37868 0.68293  C65 1.230
68 H 3.28041 -3.97863 -1.03807  C64 1.095
69 H 2.09423 -3.73195 -2.33892  C64 1.093
70 H 3.12457 -2.37184 -1.78256  C64 1.093
71 H -0.10582 -2.32772 -1.69734  C66 1.093
72 H 0.92452 -0.96762 -1.14098  C66 1.093
73 H -0.21185 -1.74959 -0.01968  C66 1.095
74 C -3.22783 -1.31923 -4.06935  C75 1.505, H78 1.095, H79 1.093, H80 1.093
75 C -4.63621 -1.33806 -3.53827  C74 1.505, C76 1.505, O77 1.230
76 C -5.63433 -0.41620 -4.18620  C75 1.505, H81 1.093, H82 1.093, H83 1.095
77 O -4.95901 -2.07823 -2.61042  C75 1.230
78 H -2.61831 -2.03449 -3.50680  C74 1.095
79 H -3.22421 -1.60927 -5.12302  C74 1.093
80 H -2.79816 -0.32170 -3.94759  C74 1.093
81 H -5.73798 -0.66602 -5.24509  C76 1.093
82 H -5.31193 0.62155 -4.06965  C76 1.093
83 H -6.60856 -0.53717 -3.70058  C76 1.095
84 C -7.70703 -5.37190 -5.82042  C85 1.505, H88 1.095, H89 1.093, H90 1.093
85 C -6.59130 -4.88833 -4.93314  C84 1.505, C86 1.505, O87 1.230
86 C -6.96866 -4.32073 -3.59101  C85 1.505, H91 1.093, H92 1.093, H93 1.095
87 O -5.41638 -4.95436 -5.29113  C85 1.230
88 H -7.28630 -5.75510 -6.75622  C84 1.095
89 H -8.25193 -6.17955 -5.32530  C84 1.093
90 H -8.38178 -4.54426 -6.05331  C84 1.093
91 H -7.48064 -5.08156 -2.99652  C86 1.093
92 H -7.61048 -3.44627 -3.72453  C86 1.093
93 H -6.06203 -4.01218 -3.05960  C86 1.095
94 C -9.79064 0.11644 5.48569  C95 1.505, H98 1.095, H99 1.093, H100 1.093
95 C -8.76822 -0.85651 4.96228  C94 1.505, C96 1.505, O97 1.230
96 C -8.03600 -1.70222 5.96951  C95 1.505, H101 1.093, H102 1.093, H103 1.095
97 O -8.53977 -0.95654 3.75781  C95 1.230
98 H -10.23898 0.65835 4.64611  C94 1.095
99 H -10.57989 -0.42305 6.01522  C94 1.093
100 H -9.31021 0.83808 6.15122  C94 1.093
101 H -8.74706 -2.32279 6.52059  C96 1.093
102 H -7.47738 -1.06166 6.65660  C96 1.093
103 H -7.32962 -2.35720 5.44836  C96 1.095
104 C 10.60165 -0.59276 -3.20216  C105 1.505, H108 1.095, H109 1.093, H110 1.093
105 C 9.14644 -0.39740 -3.53404  C104 1.505, C106 1.505, O107 1.230
106 C 8.13501 -0.87339 -2.52590  C105 1.505, H111 1.093, H112 1.093, H113 1.095
107 O 8.79723 0.13078 -4.58856  C105 1.230
108 H 11.21603 -0.20204 -4.02035  C104 1.095
109 H 10.85034 -0.04885 -2.28746  C104 1.093
110 H 10.81556 -1.65779 -3.08190  C104 1.093
111 H 8.27376 -0.34196 -1.58106  C106 1.093
112 H 8.23898 -1.95090 -2.37550  C106 1.093
113 H 7.12609 -0.66734 -2.89901  C106 1.095
114 C -4.19290 4.57710 -4.62336  C115 1.505, H118 1.095, H119 1.093, H120 1.093
115 C -3.85749 3.30122 -3.89839  C114 1.505, C116 1.505, O117 1.230
116 C -3.57937 3.39477 -2.42198  C115 1.505, H121 1.093, H122 1.093, H123 1.095
117 O -3.81229 2.22363 -4.48974  C115 1.230
118 H -4.36927 4.35743 -5.68176  C114 1.095
119 H -5.10018 5.01663 -4.20144  C114 1.093
120 H -3.35847 5.27872 -4.54606  C114 1.093
121 H -4.45934 3.78159 -1.90194  C116 1.093
122 H -2.71762 4.04368 -2.24656  C116 1.093
123 H -3.35200 2.39702 -2.03161  C116 1.095